A structure of composition C3H12O2S2 in a non-equilibrium geometry. Source: the OMol25 dataset; level of theory: ωB97M-V with the def2-TZVPD basis set.

F_max: 2.29 eV/Å
E_HOMO: -0.3002 Eh
relative energy (zero: lowest compared OMol25 entry of this formula, charge and spin): 764.35 kJ/mol

Geometry as ORCA input:
```
! wB97M-V def2-TZVPD RIJCOSX def2/J DEFGRID3
* xyz 0 1
C -0.85725 2.12374 -1.35419
C -1.06070 0.83920 -0.55509
S -0.36251 -0.52027 -1.74812
S -0.51234 -2.41205 0.85227
C 1.17667 -2.21722 1.51959
H -1.22143 3.06294 -0.80539
H -1.21627 2.00897 -2.37590
H 0.25343 2.25025 -1.41677
H -0.35346 0.91389 0.26932
H -2.13785 0.52224 -0.33830
H 1.20159 -1.97535 2.58591
H 1.71550 -3.12237 1.31086
H 1.86856 -1.49421 1.17659
H 2.74321 1.89930 0.39122
H -0.19983 -1.35793 -0.52209
O 1.87254 1.55708 0.46660
H 1.07185 2.16172 0.79482
H -0.22360 3.25495 1.98687
O -0.00461 2.73272 1.23523
*
```